Molecular formula: C5H4N4
Method: DFT, ωB97M-V/def2-TZVPD

The geometry in XYZ format:
```
13
Properties=species:S:1:pos:R:3:forces:R:3
C 1.70326 -1.44003 0.00968 -0.4 1.8 0.1
C 1.78988 1.36274 -0.19897 -0.2 -0.4 -0.2
C -1.08725 0.00365 1.23151 0.4 0.1 0.6
C -1.53574 -0.18047 -0.22491 -0.6 0.7 0.7
C 0.61780 0.64834 0.04517 -0.9 -3.6 -0.1
N 2.02931 -2.51737 -0.23665 0.1 -0.8 -0.2
N 2.70115 1.93150 -0.55514 1.6 1.2 -0.4
N 0.11488 0.43324 1.30273 -0.2 1.0 1.5
N -0.31077 0.40331 -0.86930 -2.2 -1.0 -1.6
H -1.58232 -0.03018 2.25051 -0.1 -0.5 -1.8
H -1.88409 -1.23137 -0.57678 1.1 1.7 0.6
H -2.41139 0.54077 -0.34188 1.0 -0.9 -0.2
H -0.14472 0.07586 -1.83597 0.4 0.8 0.9
```
Positions in Å, forces in eV/Å.

## Properties
LUMO (spin up / spin down) = -1.88 / -1.88 eV
E_tot = -11205.674 eV
F_max = 3.7 eV Å⁻¹
orbital gap (spin up / spin down) = 7.767 / 7.769 eV

Here are the natural (NBO) charges for atoms 1 to 4, given in e: -0.08 0.21 0.16 -0.32